Here is C28H45BN6OSZr as an isolated structure from OMol25. Energies are from wB97M-V/def2-TZVPD.

Structure (XYZ):
```
83
Properties=species:S:1:pos:R:3:forces:R:3:mulliken_charge:R:1
Zr -0.384665 0.193751 -0.400809 -0.18 0.76 0.24 0.205
C 0.063340 -1.611097 1.156234 0.37 -0.39 -0.06 -0.042
C 1.228690 -0.775705 1.118428 0.29 -0.33 0.11 -0.028
C 1.759091 -0.884875 -0.216630 0.32 -0.32 0.10 0.485
C 0.920991 -1.813993 -0.913655 0.12 -0.14 0.32 -1.124
C -0.089210 -2.304101 -0.068453 0.10 -0.25 0.19 0.957
C -0.988880 -3.509204 -0.309199 -0.13 0.05 -0.09 1.098
C -0.788976 -4.469987 0.874295 0.05 0.04 -0.03 -1.670
C -0.585444 -4.234322 -1.596786 0.05 0.02 0.10 -1.666
C -2.469690 -3.125137 -0.402382 0.01 -0.07 -0.01 -1.611
C 3.038418 -0.449942 -0.953066 0.01 0.09 -0.08 1.159
C 3.983572 -1.664392 -0.957772 -0.01 0.01 0.02 -1.660
C 2.690312 -0.101385 -2.420207 0.05 -0.10 0.11 -1.550
C 3.794921 0.731222 -0.351649 -0.09 -0.02 0.05 -1.652
C 1.799605 -0.201016 2.425769 -0.05 0.13 0.05 1.440
C 2.188168 1.297253 2.402047 0.04 -0.08 -0.12 -1.220
C 3.032504 -1.047354 2.781660 0.00 -0.03 -0.03 -1.539
C 0.773064 -0.402401 3.554979 0.10 -0.03 -0.02 -2.076
H -0.480067 -1.853714 2.054254 -0.18 0.22 -0.07 0.976
H 1.167089 -2.217595 -1.881718 -0.17 0.18 -0.11 1.267
H 0.267855 -4.708083 1.006420 -0.01 -0.03 0.02 0.386
H -1.326232 -5.399303 0.686895 -0.02 0.00 0.01 0.437
H -1.168128 -4.049696 1.806996 0.01 0.00 0.01 0.335
H 0.479438 -4.473751 -1.605882 0.00 -0.01 -0.02 0.326
H -0.832474 -3.653169 -2.485108 0.02 -0.01 -0.02 0.242
H -1.129645 -5.175756 -1.662502 -0.03 0.01 -0.03 0.474
H -2.834893 -2.711426 0.537239 0.00 0.00 0.00 0.250
H -3.061539 -4.016072 -0.616169 0.00 0.00 0.01 0.588
H -2.652213 -2.401965 -1.200115 0.00 0.00 0.00 0.116
H 3.513089 -2.537107 -1.411999 0.01 0.00 -0.01 0.315
H 4.285464 -1.932721 0.054460 0.02 -0.01 0.00 0.325
H 4.881409 -1.427245 -1.530028 0.01 0.00 0.00 0.491
H 2.527085 -0.996136 -3.021974 -0.06 0.02 0.00 0.367
H 3.521911 0.434091 -2.876854 0.01 -0.01 -0.02 0.462
H 1.800376 0.529312 -2.506542 0.03 0.05 -0.02 0.158
H 4.231128 0.480125 0.610652 -0.04 0.06 0.07 0.235
H 3.165577 1.614289 -0.234137 -0.01 0.05 0.04 0.147
H 4.621581 0.992727 -1.012051 -0.01 0.01 -0.01 0.601
H 3.252466 1.437448 2.246341 0.08 0.00 -0.05 0.293
H 1.958865 1.746054 3.369861 0.00 0.02 0.00 0.573
H 1.651842 1.853792 1.636534 0.11 -0.03 0.05 -0.226
H 3.821182 -0.949794 2.036703 -0.01 0.01 0.04 0.301
H 2.769984 -2.103698 2.860472 0.00 0.00 0.01 0.330
H 3.432197 -0.721949 3.743076 0.01 -0.01 0.00 0.458
H -0.189551 0.045175 3.303097 -0.05 0.05 0.06 0.360
H 1.147032 0.063331 4.466316 0.00 0.01 -0.01 0.503
H 0.623647 -1.457916 3.782798 -0.04 0.00 -0.01 0.343
C 0.160131 4.275004 -2.015276 -0.01 -0.03 -0.02 -1.503
C 0.817297 3.098378 -1.669019 -0.02 0.03 -0.02 -0.148
N -0.063883 2.115144 -1.475399 0.15 0.54 -0.43 0.591
N -1.304008 2.641236 -1.693187 -0.11 0.09 -0.11 0.135
C -1.180313 3.935497 -2.026172 0.11 0.08 0.02 -0.129
B -2.597402 1.765493 -1.813060 0.12 -0.04 -0.04 0.816
N -3.061645 1.211019 -0.429984 -0.17 0.05 -0.10 0.049
C -4.123531 1.596582 0.287331 0.02 -0.08 0.05 -0.053
C -4.246380 0.762781 1.387281 0.04 -0.01 0.01 -1.540
C -3.194056 -0.136098 1.266220 -0.15 0.05 0.01 -0.138
N -2.486883 0.125062 0.162304 -0.48 -0.21 0.17 0.427
N -2.230491 0.562771 -2.693435 -0.11 0.06 -0.24 -0.411
C -2.777234 0.185724 -3.852439 0.07 -0.06 -0.02 -0.090
C -2.048983 -0.876158 -4.362587 0.04 -0.02 0.03 -1.516
C -1.048713 -1.095656 -3.431075 -0.05 0.01 -0.12 -0.301
N -1.155131 -0.228254 -2.412116 -0.30 -0.22 -0.27 0.993
H 0.599262 5.227609 -2.254367 -0.01 0.00 -0.02 0.494
H 1.875825 2.921206 -1.564547 0.00 -0.04 0.03 0.349
H -2.043775 4.530704 -2.274289 -0.04 -0.05 0.00 0.543
H -3.465577 2.415088 -2.299409 -0.03 0.03 0.05 -0.088
H -4.734523 2.422801 -0.038083 -0.01 -0.02 -0.03 0.540
H -5.008525 0.782190 2.146697 -0.01 0.01 -0.01 0.507
H -2.928839 -0.952415 1.917581 0.06 -0.01 -0.03 0.496
H -3.641481 0.693326 -4.248224 0.00 0.03 0.02 0.493
H -2.218054 -1.409338 -5.281069 0.00 0.01 -0.01 0.490
H -0.257588 -1.822715 -3.464150 0.01 0.02 0.06 0.658
C 0.009451 4.243336 1.714741 -0.06 -0.04 -0.03 -0.868
S -1.266157 2.988738 1.638325 0.13 0.18 0.15 0.418
C -1.456541 2.723750 3.397733 0.03 -0.03 -0.10 -0.926
O -0.548218 1.731407 1.126040 0.14 -0.23 0.28 -1.331
H 0.836048 3.896679 2.331282 -0.02 0.00 0.01 0.270
H -0.446215 5.139094 2.138209 -0.01 -0.01 0.01 0.523
H 0.337862 4.452685 0.698593 -0.05 -0.03 0.00 0.245
H -1.866809 3.639972 3.823618 -0.01 0.01 -0.03 0.542
H -0.487394 2.494824 3.836183 0.01 -0.02 0.00 0.215
H -2.157813 1.905974 3.545912 -0.02 -0.01 -0.03 0.308
```
Positions in Å, forces in eV/Å.

Lowest unoccupied orbital energy   -6.26 eV
Net charge   +2
Relative energy (zero: lowest compared OMol25 entry of this formula, charge and spin)   0.298 eV
E_HOMO   -14.7 eV
Kohn-Sham gap   8.42 eV

Here is C28H45BrN2OP2Pt as an isolated structure from OMol25. Energies are from wB97M-V/def2-TZVPD.

Structure (XYZ):
```
80
Properties=species:S:1:pos:R:3:forces:R:3:lowdin_spin:R:1
C -8.578448 -0.422751 0.249760 0.25 -0.72 -0.82 0.034
C -7.925686 -1.421015 -0.599612 -2.92 0.26 0.16 0.037
C -8.784727 -2.387462 -1.174098 -0.70 0.25 0.62 0.042
C -10.165951 -2.348439 -0.907788 0.03 0.31 0.04 -0.005
N -10.747007 -1.421352 -0.146324 0.57 -0.22 -0.06 0.029
C -9.961121 -0.497015 0.429625 0.10 -0.27 -0.30 -0.005
C -6.567260 -1.510386 -0.891397 2.50 0.62 1.14 0.274
C -5.307987 -1.472157 -0.788183 -1.08 0.75 1.61 -0.003
C -4.169098 -1.158861 0.255874 -1.20 -0.72 -1.05 0.055
C -3.347663 -0.052122 -0.109013 0.30 -0.41 1.06 0.032
C -2.057276 0.029181 0.492070 0.10 -0.06 -0.10 0.014
C -1.539393 -1.008229 1.280030 -2.12 0.24 -1.46 0.000
C -2.388745 -2.098831 1.617752 -0.56 0.17 0.20 0.014
C -3.727813 -2.153414 1.180414 1.44 0.07 0.12 0.002
Pt -3.542130 -1.844128 -1.663954 1.88 0.47 -0.85 0.433
P -0.554566 0.041030 -2.999052 0.55 2.56 -1.65 0.532
H -8.444321 -3.184869 -1.814282 0.38 0.03 -0.06 0.002
H -8.076579 0.391555 0.764958 0.36 -0.31 -0.27 0.001
H -10.849607 -3.092978 -1.339233 0.47 0.30 0.12 0.000
H -10.507809 0.223666 1.052235 0.53 -0.21 -0.22 0.000
H -4.359842 -3.021841 1.403882 0.29 0.47 -0.07 0.000
H -3.788533 0.731082 -0.722904 0.33 0.01 0.25 0.000
H -1.933003 -2.910555 2.198120 -0.52 0.28 -0.10 0.001
H -1.419256 0.869011 0.228976 0.02 -0.12 0.04 0.002
C 1.281922 0.119104 -3.263486 0.31 -0.75 1.19 0.074
C 1.810808 0.212677 -4.681379 -0.15 -0.01 -0.40 0.021
H 1.689013 -0.764597 -2.750490 0.16 0.27 -0.16 0.006
H 1.615478 0.984331 -2.663283 -0.33 -0.34 -0.07 0.003
H 2.897892 0.318779 -4.655670 -0.10 0.00 0.11 0.005
H 1.591480 -0.669939 -5.283410 -0.03 0.00 0.05 0.001
H 1.407183 1.088423 -5.187675 0.05 -0.04 -0.10 0.000
C -1.389614 -0.241260 -4.621688 0.07 -1.48 0.46 0.067
C -2.620276 0.583288 -4.944509 -0.14 0.18 0.00 0.005
H -1.721596 -1.287257 -4.543841 0.27 0.15 -0.45 0.006
H -0.599111 -0.178999 -5.383334 -0.27 -0.12 0.17 0.011
H -3.318460 -0.038240 -5.506696 0.06 0.17 -0.08 0.001
H -3.133974 0.896044 -4.035427 -0.11 0.13 -0.11 0.002
H -2.355721 1.457403 -5.542114 -0.27 -0.07 0.16 0.001
C -0.894250 1.838040 -2.753279 -0.47 -0.35 1.64 0.067
C -0.397907 2.741291 -3.859257 0.33 0.15 -0.69 0.032
H -0.401025 2.119465 -1.810224 -0.25 -0.14 -0.19 0.001
H -1.968925 1.943097 -2.598231 -0.02 0.08 -0.01 0.000
H -0.819824 3.743649 -3.736112 0.03 -0.17 0.13 0.007
H 0.687323 2.837539 -3.837685 -0.02 0.04 0.05 0.000
H -0.675522 2.408618 -4.857796 0.01 0.02 0.00 0.001
Br 0.287020 -1.132702 1.509654 0.55 0.05 0.63 0.005
P -1.252394 -3.172161 -1.646671 2.30 -2.02 0.25 0.098
C -0.093268 -3.286016 -3.166319 -1.02 0.51 -0.42 0.013
C 0.623256 -4.402907 -3.944817 0.32 -0.51 -0.12 0.002
H 0.715823 -2.607474 -2.840803 -0.57 0.01 0.15 0.002
H -0.716267 -2.728843 -3.868295 0.37 0.00 -0.28 0.000
H 0.778040 -4.056072 -4.982955 -0.22 -0.07 0.43 0.001
H 1.645979 -4.577617 -3.569868 -0.56 -0.07 0.15 0.000
H 0.104390 -5.366201 -4.015772 0.02 0.29 0.19 0.000
C 0.003441 -3.917238 -0.426414 0.38 0.88 1.09 0.015
C 0.533948 -5.383445 -0.255914 -0.12 -0.70 -0.31 0.004
H -0.468160 -3.688222 0.537287 0.40 0.15 -0.04 0.001
H 0.900489 -3.288970 -0.518250 -0.29 0.02 0.17 0.000
H 1.349507 -5.342328 0.509405 -0.65 0.21 -0.61 0.001
H -0.195421 -6.115807 0.169196 0.25 0.74 -0.50 0.000
H 0.991826 -5.855623 -1.153656 -0.44 0.52 0.42 0.000
C -2.562333 -4.375828 -1.215062 -1.26 0.12 -1.24 0.037
C -2.810871 -5.569431 -2.110757 -0.23 -0.88 -0.19 0.005
H -3.477460 -3.661436 -1.243361 0.19 -1.78 0.28 0.012
H -2.473372 -4.703402 -0.176908 0.14 0.39 0.03 0.002
H -3.820715 -5.977094 -1.910091 0.50 0.16 -0.19 0.000
H -2.744397 -5.326949 -3.183360 -0.02 -0.10 0.39 0.001
H -2.094284 -6.382943 -1.878872 -0.27 0.47 -0.25 0.001
C -0.193180 4.154543 1.092825 -0.03 0.08 -0.04 0.000
N 0.765273 3.213052 1.650803 -0.04 -0.55 -0.40 0.000
C 1.430980 3.543324 2.902224 0.39 -0.25 0.59 0.000
C 1.085159 2.084267 0.986990 0.54 1.01 1.18 0.000
O 0.696469 1.784154 -0.127721 -0.50 -0.28 -0.64 0.002
H -0.110679 5.074976 1.684647 -0.24 -0.22 -0.41 0.000
H -1.222916 3.764625 1.155682 0.33 0.17 -0.02 0.000
H 0.054396 4.354652 0.043174 -0.13 0.04 0.23 0.000
H 1.021401 2.987523 3.766235 0.06 0.28 -0.39 0.000
H 2.506991 3.309804 2.825587 -0.45 0.20 0.10 0.000
H 1.309739 4.617033 3.088704 0.17 -0.38 -0.01 0.000
H 1.776645 1.452037 1.569509 0.00 0.04 -0.20 0.000
```
Positions in Å, forces in eV/Å.

Lowest unoccupied orbital energy (spin up / spin down)   -7.05 / -8.63 eV
Net charge   +2
E_HOMO (spin up / spin down)   -13.2 / -14.0 eV
Kohn-Sham gap (spin up / spin down)   6.19 / 5.36 eV
Spin multiplicity   3